Entry 1:
This record from the Open Molecules 2025 dataset describes a gas-phase ion, C4H10NO3 (charge +1) in a non-equilibrium geometry. The level of theory is the ωB97M-V functional and the def2-TZVPD basis.

```
18
Properties=species:S:1:pos:R:3:forces:R:3:lowdin_charge:R:1
C -0.062012 0.312499 -1.079519 -0.0579 0.2431 0.8766 -0.074
C 0.975335 1.346032 1.014075 -3.0497 -0.2309 1.5078 -0.031
C -0.458982 -1.009601 -0.392865 -1.9492 -1.3014 -0.8016 -0.259
C -1.340835 -0.660207 0.806959 1.8778 1.3657 -1.8811 -0.368
N 1.093129 1.018295 -0.425990 1.8205 -1.6496 1.4624 -0.059
O 0.559299 -1.914574 0.028622 0.1025 1.5004 -1.0236 0.002
O -1.157872 -1.329378 1.864383 -1.5604 -0.6635 2.3553 0.214
O -2.431959 0.078366 0.620521 0.9444 -0.8400 -0.4354 0.165
H 0.188905 0.417544 -2.080626 0.3980 -1.2403 -2.3386 0.114
H -0.945812 0.921150 -1.038305 -0.3280 0.6474 0.5366 0.129
H -0.081778 1.784863 1.151284 1.8828 -0.3543 0.0484 0.070
H 1.294815 0.638882 1.853546 -0.0824 0.7654 -1.9206 0.067
H -1.165961 -1.714942 -1.071484 1.1328 2.1509 0.9020 0.226
H 1.965800 0.415056 -0.524115 -1.3009 0.8420 -0.0158 0.195
H 1.326193 1.890177 -0.910492 -0.3164 -0.1659 -0.1641 0.169
H 0.976566 -2.098015 -0.832450 0.3266 -0.6113 0.6893 0.127
H -0.244628 -1.455232 2.129493 0.5212 -0.3957 -0.3439 0.154
H -3.227144 -0.319719 0.988582 -0.3615 -0.0619 0.5464 0.158
```
Positions in Å, forces in eV/Å.

Results
**Gap between HOMO and LUMO (alpha / beta)**: 8.3 / 5.5 eV
**Total energy**: -11931.11213 eV
**2S+1**: 1
**HOMO (alpha / beta)**: -12.185 / -10.500 eV
**Total charge**: +1
**Strongest force on any atom**: 3.4 eV Å⁻¹
**Relative energy (zero: lowest compared OMol25 entry of this formula, charge and spin)**: 126.8 kcal per mole

=====

Entry 2:
This record from the Open Molecules 2025 dataset describes a gas-phase ion, C4H10NO3 (charge +1) in a non-equilibrium geometry. The level of theory is the ωB97M-V functional and the def2-TZVPD basis.

```
18
Properties=species:S:1:pos:R:3:forces:R:3:lowdin_charge:R:1
C 1.639189 1.241356 1.053892 -1.8388 1.2784 0.6467 0.022
C 0.278069 1.190962 0.415268 1.4129 -2.0391 -0.1022 -0.390
O -0.662908 1.684075 0.942105 -1.6518 0.8332 0.4100 0.134
C 0.050558 0.394843 -0.919185 0.0612 -0.6454 2.1385 -0.236
O -1.104714 0.801755 -1.528923 -1.2830 -0.3464 -1.0899 0.010
C -0.223658 -1.154645 -0.598959 0.9456 1.6339 0.8383 -0.291
N -1.572748 -1.089296 0.149231 0.8592 -0.1282 -1.9711 0.249
O 0.747836 -1.590586 0.240976 1.3406 -3.2733 2.0955 -0.005
H 1.620951 2.291662 1.397382 1.2003 -0.3006 -0.4533 0.122
H 1.747178 0.681207 1.955143 -0.8604 -0.5688 0.9663 0.091
H 2.399732 0.798848 0.504563 1.6826 0.2577 -1.6267 0.065
H 0.947297 0.413959 -1.474814 0.9060 0.1749 -1.1523 0.149
H -1.248735 1.737319 -1.727101 0.4914 -0.0608 0.3529 0.156
H -0.117254 -1.684653 -1.506272 -1.3780 -0.7365 -1.1927 0.160
H -2.200511 -1.897640 -0.010768 0.5863 0.3660 0.7241 0.185
H -1.213992 -0.900534 1.119958 -1.3895 -0.0539 -0.8387 0.192
H -1.947178 -0.277344 -0.438843 -0.3469 -0.0527 1.4103 0.159
H 0.860890 -2.641286 0.426346 -0.7377 3.6617 -1.1557 0.228
```
Positions in Å, forces in eV/Å.

Results
**Gap between HOMO and LUMO**: 10.4 eV
**Total energy**: -11934.56676 eV
**2S+1**: 1
**HOMO**: -13.848 eV
**Total charge**: +1
**Strongest force on any atom**: 4.1 eV Å⁻¹
**Relative energy (zero: lowest compared OMol25 entry of this formula, charge and spin)**: 47.2 kcal per mole
**SMILES**: CC(=O)[C@H](O)[C@H]([NH3+])O

=====

Entry 3:
This record from the Open Molecules 2025 dataset describes C4H10NO3P in the gas phase in a non-equilibrium geometry. The level of theory is the ωB97M-V functional and the def2-TZVPD basis.

```
19
Properties=species:S:1:pos:R:3:forces:R:3:lowdin_charge:R:1
C 2.586940 1.446657 -0.166113 0.0369 -0.5133 -0.7051 -0.104
N 2.514592 0.088885 -0.627135 1.1353 1.3434 -2.8704 -0.038
C 1.719144 -0.691152 -0.143603 -1.9199 -2.8030 2.4905 -0.250
C 0.958182 -0.548078 1.182845 0.6660 -1.8880 2.0367 -0.224
O -0.080690 0.410431 1.138558 -0.6620 -0.0917 0.6103 -0.241
P -1.133564 0.632557 -0.037643 -0.1133 0.1758 0.3006 0.503
O -1.653663 1.993503 -0.047165 -0.6999 -0.0165 0.3196 -0.278
O -2.137884 -0.614938 -0.093350 0.4298 0.3269 0.2091 -0.270
C -3.549411 -0.583889 -0.177047 -2.6333 -0.2184 -0.5892 -0.137
H 1.919773 2.058315 -0.885530 0.8789 -0.6925 1.6143 0.123
H 2.278040 1.356572 0.907892 0.5066 1.6246 -0.7728 0.076
H 3.641572 1.651772 -0.430262 -0.5525 0.9256 0.9746 0.082
H 1.599921 -1.685192 -0.549004 0.2386 -0.3667 -0.4203 0.102
H 0.559311 -1.651080 1.544380 0.7934 2.8177 -1.0041 0.162
H 1.725449 -0.211442 2.033523 -1.7697 -0.6027 -1.7657 0.152
H -0.360167 0.375534 -1.096628 0.7738 -0.4808 -1.3502 0.053
H -3.988929 -1.128762 -1.101475 1.3770 1.0383 1.0617 0.108
H -4.011134 0.452220 -0.147804 0.9420 -1.1004 -0.0332 0.100
H -3.997669 -1.180235 0.644015 0.5723 0.5217 -0.1063 0.082
```
Positions in Å, forces in eV/Å.

Results
**Gap between HOMO and LUMO**: 10.2 eV
**Total energy**: -21230.84975 eV
**2S+1**: 1
**HOMO**: -9.500 eV
**Strongest force on any atom**: 4.2 eV Å⁻¹
**Relative energy (zero: lowest compared OMol25 entry of this formula, charge and spin)**: 34.2 kcal per mole
**SMILES**: C/N=C\CO[P@H](=O)OC

=====

Entry 4:
This record from the Open Molecules 2025 dataset describes a gas-phase ion, C4H10NO3PS2 (charge -2) in a non-equilibrium geometry. The level of theory is the ωB97M-V functional and the def2-TZVPD basis.

```
21
Properties=species:S:1:pos:R:3:forces:R:3:lowdin_charge:R:1
C -2.033895 -0.132287 0.741788 -0.8156 -2.8191 0.5436 -0.123
C -0.702167 -0.825845 0.916378 -0.3190 1.6702 -1.3404 -0.290
C -0.157547 -1.416727 -0.369718 2.2562 0.9588 2.2149 -0.262
C 1.270654 -2.036000 -0.132356 -0.0708 1.6799 -2.2060 -0.545
S 2.573658 -1.090047 0.822423 -1.1454 0.1933 -0.2284 0.307
S 2.687532 0.666531 -0.274387 -2.0163 1.6505 0.7907 0.324
N 1.225886 1.810741 0.248936 1.6887 -3.3932 -1.3807 -0.392
P 0.055246 2.347608 -1.123703 -1.1839 -0.0503 1.4556 -0.030
O -1.112725 2.624386 -0.159022 0.4919 -0.0911 -0.7318 -0.479
O 0.713719 3.550762 -1.691118 0.8366 1.3364 -0.6100 -0.472
O -0.110404 1.194237 -2.085501 0.1485 -0.4146 0.3600 -0.452
H -2.136866 0.718584 0.174186 0.9201 2.1127 -1.4104 0.010
H -2.408979 0.100871 1.696722 -0.6288 0.4896 1.5098 0.044
H -2.754009 -0.813541 0.316728 -0.6581 -0.7681 -0.2402 0.051
H -0.695430 -1.461629 1.781465 -0.0660 -0.8341 0.3378 0.090
H -0.090517 0.011948 1.146726 1.1675 0.5659 0.4414 0.048
H -0.059620 -0.668313 -1.149293 -0.2159 0.5120 0.0622 0.059
H -0.800372 -2.158629 -0.708479 -1.1478 -1.8167 -0.8158 0.071
H 1.174681 -3.027204 0.275880 0.4342 -0.5652 0.0877 0.034
H 1.682844 -1.939208 -1.181160 -0.0237 -1.1193 1.0618 0.056
H 1.678310 2.543763 0.753506 0.3475 0.7022 0.0981 -0.049
```
Positions in Å, forces in eV/Å.

Results
**Gap between HOMO and LUMO**: 5.1 eV
**Total energy**: -42903.35217 eV
**2S+1**: 1
**HOMO**: 0.063 eV
**Total charge**: -2
**Strongest force on any atom**: 4.0 eV Å⁻¹
**Relative energy (zero: lowest compared OMol25 entry of this formula, charge and spin)**: 0.0 kcal per mole
**SMILES**: CCCCSSNP(=O)([O-])[O-]

=====

Entry 5:
This record from the Open Molecules 2025 dataset describes 2 unconnected molecules or ions with the total composition C4H10NO3S in a non-equilibrium geometry. The level of theory is the ωB97M-V functional and the def2-TZVPD basis.

```
19
Properties=species:S:1:pos:R:3:forces:R:3:lowdin_charge:R:1
C -2.194474 0.305097 -1.112699 0.3698 1.7600 1.8742 -0.064
N -0.878963 1.014417 -1.110191 0.2803 -2.3770 2.1003 0.010
C -0.173555 0.775981 0.168288 -0.9302 2.9674 -1.1245 -0.294
C 1.025937 1.766445 0.222312 1.5287 -2.3298 0.0398 -0.492
S 1.797239 1.839654 1.867940 -0.2682 -0.2649 0.2880 0.743
C 0.379011 -0.681078 0.277135 0.3168 -2.6065 -1.0413 -0.582
O 0.376363 -1.335421 -0.767642 -0.0256 0.8246 0.0620 0.064
O 0.718267 -1.050330 1.415508 -0.3204 1.0794 0.2187 0.103
H -2.690620 0.535248 -1.993631 -0.9602 0.4811 -1.7206 0.057
H -2.820088 0.688106 -0.261982 0.6648 -0.2581 -0.7376 0.109
H -2.136764 -0.750335 -1.030191 0.4785 -1.1094 0.1308 0.073
H -0.279490 0.624024 -1.854340 -0.3881 0.4105 0.2530 0.135
H -0.846515 0.934648 1.032433 0.2454 -0.0219 -0.5344 0.155
H 1.820660 1.448503 -0.506010 -0.8445 0.1652 0.4771 0.099
H 0.707666 2.727190 -0.077412 -0.4991 1.0655 -0.0020 0.059
H 1.705918 0.502423 2.190073 0.1317 0.8649 -0.3874 -0.116
H 0.991049 -2.971623 -0.209973 0.0836 -0.4429 -0.3594 -0.004
H 1.204035 -2.844202 1.224471 0.2943 -0.9752 -0.0674 0.013
O 1.294315 -3.528752 0.525911 -0.1576 0.7669 0.5306 -0.068
```
Positions in Å, forces in eV/Å.

Results
**Gap between HOMO and LUMO (alpha / beta)**: 10.3 / 5.3 eV
**Total energy**: -22775.66748 eV
**2S+1**: 2
**HOMO (alpha / beta)**: -9.679 / -9.601 eV
**Strongest force on any atom**: 3.3 eV Å⁻¹
**Relative energy (zero: lowest compared OMol25 entry of this formula, charge and spin)**: 5.8 kcal per mole